# C22H27N4

2 unconnected molecules or ions with the total composition C22H27N4 at a distorted geometry (ωB97M-V/def2-TZVPD, the OMol25 dataset).

Output
Orbital gap ... 0.2317 Eh

```
! wB97M-V def2-TZVPD RIJCOSX def2/J DEFGRID3
* xyz 1 1
C 1.06 -5.66 -2.39
N 1.78 -4.43 -2.16
C 3.22 -4.58 -2.07
C 1.16 -3.28 -1.75
C 1.75 -2.50 -0.72
C 1.12 -1.34 -0.33
C 0.04 -0.79 -1.08
C -0.44 0.53 -0.82
C 0.30 1.58 -0.27
C -0.16 2.96 -0.18
C -1.30 3.63 -0.64
C -1.42 5.00 -0.36
C -0.41 5.71 0.30
C 0.77 5.06 0.70
C 0.84 3.70 0.48
N 1.91 2.83 0.75
C 3.21 3.24 1.25
C 1.60 1.58 0.32
C -0.59 -1.64 -2.04
C -0.06 -2.87 -2.36
H -0.02 -5.44 -2.39
H 1.37 -6.10 -3.35
H 1.29 -6.40 -1.59
H 3.70 -3.59 -2.10
H 3.52 -5.09 -1.14
H 3.56 -5.18 -2.93
H 2.65 -2.85 -0.20
H 1.43 -0.84 0.58
H -1.43 0.78 -1.18
H -2.05 3.07 -1.20
H -2.31 5.54 -0.68
H -0.55 6.78 0.50
H 1.60 5.57 1.20
H 3.16 4.27 1.60
H 3.51 2.61 2.10
H 3.97 3.13 0.47
H 2.34 0.79 0.36
H -1.51 -1.29 -2.53
H -0.53 -3.54 -3.09
C -3.36 1.92 1.51
C -2.86 0.54 1.70
N -2.21 -0.22 0.87
C -1.82 -1.43 1.59
C -2.60 -1.41 2.90
N -3.13 -0.07 2.89
H -3.78 2.30 2.45
H -2.51 2.55 1.21
H -4.17 1.93 0.75
H -2.04 -2.32 0.99
H -0.73 -1.41 1.80
H -3.38 -2.17 2.86
H -1.94 -1.59 3.75
H -3.54 0.40 3.67
*
```

# C5H13N3

3 unconnected molecules or ions with the total composition C5H13N3 at a distorted geometry (ωB97M-V/def2-TZVPD, the OMol25 dataset).

Output
Orbital gap ... 0.2799 Eh

```
! wB97M-V def2-TZVPD RIJCOSX def2/J DEFGRID3
* xyz 0 1
C 0.12 0.65 0.00
C -0.61 -0.43 0.39
C 0.03 0.41 1.47
C 0.78 -1.99 0.06
C 1.16 1.10 -0.95
N -1.45 1.90 -0.31
N -2.15 1.76 -1.52
N 1.22 -2.64 1.22
H -2.15 1.75 0.42
H -1.58 -0.85 0.22
H -1.56 2.07 -2.28
H -2.46 0.80 -1.72
H 0.48 -2.99 1.82
H 1.89 -2.12 1.77
H -0.57 1.09 2.06
H 0.87 -0.01 2.01
H 0.11 -2.60 -0.53
H 1.60 -1.62 -0.54
H 2.16 0.81 -0.62
H 0.98 0.70 -1.95
H 1.12 2.19 -1.00
*
```

# C4H5NO3

A single C4H5NO3 molecule at a distorted geometry (ωB97M-V/def2-TZVPD, the OMol25 dataset).

Output
SMILES ... C=C[C@H](C=O)[N+](=O)[O-]
Orbital gap ... 0.3925 Eh

```
! wB97M-V def2-TZVPD RIJCOSX def2/J DEFGRID3
* xyz 0 1
C 0.36 0.79 1.18
C 0.79 0.43 0.00
C -0.19 -0.10 -1.21
C -0.06 -1.61 -1.20
O 0.83 -2.22 -1.71
N 0.29 0.48 -2.47
O -0.56 0.98 -3.17
O 1.46 0.40 -2.72
H 1.07 1.13 1.93
H -0.67 0.78 1.47
H 1.82 0.42 -0.32
H -1.22 0.22 -1.03
H -0.85 -2.09 -0.61
*
```

# C5H11N3O

A single C5H11N3O molecule at a distorted geometry (ωB97M-V/def2-TZVPD, the OMol25 dataset).

Output
Orbital gap (alpha / beta) ... 0.2596 / 0.2376 Eh

```
! wB97M-V def2-TZVPD RIJCOSX def2/J DEFGRID3
* xyz 0 1
C -0.38 -2.16 -0.74
N 0.24 -0.86 -0.85
C 0.78 -0.31 0.30
C -0.69 0.61 0.27
N -1.41 0.17 1.37
N 1.84 1.41 -0.94
C 1.62 0.85 0.26
C -1.17 1.52 -0.61
O 0.99 -1.06 1.47
H 0.24 -1.66 1.58
H -2.39 0.40 1.36
H -0.96 0.26 2.27
H 1.47 0.92 -1.75
H 2.17 2.35 -1.04
H 2.01 1.28 1.17
H -1.22 -2.18 -0.04
H -0.76 -2.43 -1.73
H 0.34 -2.94 -0.44
H -1.96 2.19 -0.29
H -0.78 1.64 -1.61
*
```

# C52H52Cl6N10

A molecular structure, C52H52Cl6N10 at a distorted geometry (ωB97M-V/def2-TZVPD, the OMol25 dataset).

Output
Orbital gap ... 0.2333 Eh

```
! wB97M-V def2-TZVPD RIJCOSX def2/J DEFGRID3
* xyz 0 1
N -0.73 -3.73 -1.14
C -1.69 -4.06 -2.04
C -1.74 -3.46 -3.32
C -0.80 -2.49 -3.62
C 0.18 -2.13 -2.71
C 0.11 -2.73 -1.41
H -2.31 -4.90 -1.75
H -2.47 -3.88 -4.00
H -0.77 -2.06 -4.61
H 0.93 -1.39 -2.92
H 0.87 -2.49 -0.67
N 3.68 4.22 2.08
C 3.03 5.35 2.45
C 1.65 5.50 2.39
C 0.90 4.35 2.13
C 1.53 3.17 1.84
C 2.92 3.11 1.85
H 3.63 6.14 2.87
H 1.20 6.45 2.63
H -0.18 4.41 2.18
H 0.99 2.31 1.47
H 3.45 2.23 1.53
N -2.66 -0.26 -0.10
C -2.02 -1.40 -0.46
C -2.36 -2.64 0.18
C -3.39 -2.72 1.06
C -4.03 -1.53 1.43
C -3.66 -0.36 0.78
H -1.18 -1.36 -1.14
H -1.79 -3.53 -0.03
H -3.65 -3.68 1.48
H -4.78 -1.53 2.21
H -4.30 0.48 1.02
N 3.14 -2.33 -0.97
C 3.86 -1.39 -1.65
C 3.97 -1.34 -2.99
C 3.18 -2.25 -3.70
C 2.43 -3.21 -3.04
C 2.42 -3.27 -1.65
H 4.40 -0.69 -1.02
H 4.58 -0.61 -3.51
H 3.17 -2.33 -4.78
H 1.90 -3.85 -3.72
H 1.92 -4.05 -1.10
N 2.65 2.10 -3.39
C 2.36 1.20 -2.38
C 2.07 1.63 -1.10
C 1.90 2.97 -0.91
C 2.00 3.93 -1.98
C 2.44 3.40 -3.17
H 2.58 0.16 -2.57
H 1.89 0.95 -0.28
H 1.58 3.37 0.04
H 1.78 4.98 -1.89
H 2.60 4.07 -4.01
N 0.60 -4.08 2.55
C 0.46 -3.21 1.50
C 0.60 -1.85 1.58
C 1.00 -1.38 2.80
C 1.18 -2.20 3.93
C 0.86 -3.54 3.74
H 0.05 -3.69 0.62
H 0.29 -1.25 0.74
H 1.12 -0.33 3.02
H 1.34 -1.79 4.92
H 0.98 -4.20 4.59
N 0.91 -0.77 -1.09
C -0.16 0.09 -0.93
C -0.35 0.84 0.20
C 0.59 0.77 1.18
C 1.66 -0.15 1.07
C 1.74 -0.96 -0.05
H -0.87 0.19 -1.74
H -1.10 1.62 0.20
H 0.56 1.34 2.10
H 2.41 -0.25 1.84
H 2.58 -1.63 -0.17
N -2.02 2.41 0.22
C -2.90 3.34 0.64
C -4.24 3.34 0.22
C -4.72 2.28 -0.51
C -3.75 1.39 -1.07
C -2.43 1.43 -0.64
H -2.42 4.07 1.27
H -4.92 4.06 0.67
H -5.76 2.17 -0.78
H -4.06 0.74 -1.87
H -1.65 0.72 -0.88
N 0.17 1.50 3.72
C -0.57 2.32 2.92
C -1.73 1.90 2.27
C -2.16 0.61 2.42
C -1.47 -0.21 3.37
C -0.34 0.27 3.98
H -0.20 3.32 2.75
H -2.31 2.61 1.70
H -2.97 0.27 1.79
H -1.76 -1.24 3.51
H 0.34 -0.32 4.58
N -3.61 0.09 -5.28
C -3.00 1.06 -4.62
C -2.47 0.99 -3.36
C -2.47 -0.21 -2.68
C -3.13 -1.27 -3.28
C -3.66 -1.11 -4.59
H -2.97 2.00 -5.16
H -2.02 1.86 -2.91
H -2.13 -0.28 -1.66
H -3.29 -2.18 -2.72
H -4.15 -1.92 -5.09
C 3.45 -2.94 0.93
Cl 3.23 -1.29 1.52
Cl 3.22 -4.10 2.32
Cl 5.12 -3.22 0.31
H 2.74 -3.18 0.14
C 2.12 1.31 4.25
Cl 2.03 -0.17 5.19
Cl 2.53 1.00 2.55
Cl 3.34 2.33 5.03
H 1.18 1.85 4.33
*
```

# C42H64N3O20

12 unconnected molecules or ions with the total composition C42H64N3O20 at a distorted geometry (ωB97M-V/def2-TZVPD, the OMol25 dataset).

Output
Orbital gap ... 0.1936 Eh

```
! wB97M-V def2-TZVPD RIJCOSX def2/J DEFGRID3
* xyz -1 1
C 1.74 1.23 -0.49
C 0.44 0.60 -0.88
O 0.01 -0.47 -0.49
N -0.47 1.36 -1.93
H -0.17 2.28 -1.94
H -0.37 0.95 -2.85
C -1.91 1.21 -1.61
H 2.15 0.79 0.38
H 1.56 2.19 -0.33
H 2.35 1.35 -1.33
H -2.15 0.11 -1.31
H -2.28 1.58 -2.63
H -2.14 1.88 -0.66
N 1.68 4.12 -2.56
O 2.84 4.33 -2.04
O 1.56 3.19 -3.43
O 0.71 4.12 -1.77
N 1.38 0.12 -4.72
O 0.10 0.33 -4.24
O 2.28 0.15 -3.85
O 1.67 0.53 -5.80
C 4.80 5.70 0.61
C 4.98 4.10 0.61
C 5.62 3.56 1.80
O 3.63 3.52 0.62
H 4.38 5.93 -0.35
H 5.79 6.09 0.23
H 4.22 6.16 1.44
H 5.37 3.59 -0.25
H 5.24 3.24 2.66
H 6.69 4.11 1.91
H 6.11 2.73 1.67
H 3.36 3.74 -0.28
C -5.75 3.19 1.30
C -4.81 4.44 0.90
C -3.99 4.97 2.09
O -4.08 4.01 -0.24
H -6.17 2.98 0.50
H -6.61 3.70 2.03
H -5.31 2.24 1.59
H -5.45 5.17 0.58
H -4.55 5.20 3.01
H -3.48 5.84 1.99
H -3.32 4.10 2.55
H -3.47 4.66 -0.41
C -2.12 -4.58 1.83
C -2.09 -3.13 1.52
C -2.96 -2.64 0.43
O -2.39 -2.38 2.67
H -3.05 -4.88 2.18
H -1.30 -4.62 2.66
H -1.91 -5.24 1.12
H -1.09 -2.84 1.27
H -3.89 -3.05 0.64
H -2.61 -3.28 -0.51
H -2.71 -1.66 0.11
H -1.53 -2.37 2.96
C -7.21 0.44 -2.52
C -6.26 0.98 -1.41
C -5.47 0.03 -0.50
O -5.40 2.00 -2.01
H -6.62 0.20 -3.38
H -7.86 1.29 -2.90
H -7.71 -0.52 -2.27
H -6.90 1.30 -0.67
H -6.29 -0.66 -0.06
H -4.82 0.43 0.35
H -4.95 -0.67 -0.98
H -5.35 2.56 -1.20
C 1.52 -3.75 3.96
C 1.12 -2.22 3.90
C 1.46 -1.59 2.62
O -0.29 -2.24 4.22
H 0.96 -4.53 3.27
H 1.31 -4.04 4.92
H 2.54 -3.71 3.66
H 1.69 -1.79 4.60
H 2.26 -1.99 2.16
H 1.33 -0.61 2.42
H 0.67 -1.95 1.85
H -0.46 -2.60 4.92
C -0.76 3.14 3.58
C -0.69 4.29 4.60
C -0.42 5.73 4.03
O -0.43 6.72 4.85
C -0.03 5.94 2.59
C -0.09 4.70 1.77
C -0.41 3.35 2.19
O -0.28 2.27 1.57
H -0.91 2.13 4.15
H -0.78 4.31 5.82
H 0.26 6.84 2.05
H 0.04 4.80 0.60
C 2.51 -3.58 -1.26
C 3.47 -4.01 -2.43
C 4.35 -5.31 -2.40
O 5.10 -5.80 -3.30
C 4.04 -6.18 -1.31
C 3.11 -5.83 -0.22
C 2.33 -4.58 -0.15
O 1.56 -4.45 0.72
H 1.92 -2.58 -1.31
H 3.82 -3.40 -3.43
H 4.43 -7.17 -1.17
H 3.19 -6.58 0.73
C -4.28 -3.36 -3.65
C -4.17 -4.82 -3.64
C -2.72 -5.43 -3.87
O -2.46 -6.65 -3.77
C -1.56 -4.51 -3.93
C -1.73 -3.08 -3.78
C -3.09 -2.48 -3.60
O -3.13 -1.28 -3.41
H -5.29 -3.04 -3.40
H -4.88 -5.49 -3.55
H -0.46 -4.83 -3.79
H -1.01 -2.36 -3.75
C 5.23 -2.43 0.69
C 4.83 -1.01 0.30
C 5.70 -0.06 -0.59
O 5.40 1.03 -1.01
C 7.02 -0.61 -0.91
C 7.46 -1.99 -0.54
C 6.49 -2.94 0.22
O 6.94 -4.01 0.45
H 4.61 -2.99 1.10
H 3.85 -0.60 0.50
H 7.57 0.01 -1.60
H 8.53 -2.44 -0.75
*
```

# C22H28N2O5

A single C22H28N2O5 molecule (ωB97M-V/def2-TZVPD, the OMol25 dataset).

Output
SMILES ... Cc1cc(C(=O)COC(=O)c2ccccc2NCCO)c(C)n1C[C@@H]1CCCO1
Orbital gap ... 0.3125 Eh

```
! wB97M-V def2-TZVPD RIJCOSX def2/J DEFGRID3
* xyz 0 1
C -0.60 2.33 -3.17
C 0.35 2.31 -2.02
C 1.70 2.13 -2.03
C 2.15 2.23 -0.68
C 3.50 1.98 -0.20
O 4.04 2.54 0.72
C 4.20 0.84 -0.97
O 3.25 -0.14 -1.36
C 2.56 -0.69 -0.35
O 2.90 -0.53 0.81
C 1.41 -1.48 -0.78
C 0.91 -1.32 -2.07
C -0.20 -2.02 -2.51
C -0.81 -2.92 -1.64
C -0.34 -3.10 -0.36
C 0.76 -2.37 0.12
N 1.22 -2.51 1.38
C 0.78 -3.47 2.36
C -0.48 -3.00 3.11
O -0.31 -1.74 3.69
C 1.03 2.46 0.10
C 0.94 2.58 1.57
N -0.05 2.49 -0.72
C -1.42 2.54 -0.30
C -2.02 1.14 -0.13
C -3.56 1.13 -0.06
C -3.88 0.09 1.02
C -2.49 -0.46 1.40
O -1.58 0.57 1.09
H -1.13 3.29 -3.22
H -0.04 2.20 -4.09
H -1.34 1.54 -3.10
H 2.32 1.99 -2.89
H 4.97 0.41 -0.33
H 4.64 1.22 -1.90
H 1.40 -0.62 -2.73
H -0.58 -1.87 -3.50
H -1.67 -3.48 -1.98
H -0.84 -3.81 0.29
H 1.98 -1.89 1.63
H 1.59 -3.59 3.08
H 0.59 -4.44 1.89
H -1.33 -2.99 2.41
H -0.70 -3.69 3.92
H 0.02 -1.14 3.01
H 0.23 1.86 1.97
H 0.63 3.58 1.86
H 1.92 2.39 2.00
H -2.01 3.09 -1.04
H -1.49 3.06 0.66
H -1.67 0.49 -0.96
H -3.99 0.87 -1.03
H -3.93 2.11 0.22
H -4.34 0.56 1.89
H -4.53 -0.70 0.66
H -2.26 -1.35 0.80
H -2.39 -0.69 2.46
*
```

# C10H15CaO10

A molecular structure, C10H15CaO10 at a distorted geometry (ωB97M-V/def2-TZVPD, the OMol25 dataset).

Output
Orbital gap ... 0.0851 Eh

```
! wB97M-V def2-TZVPD RIJCOSX def2/J DEFGRID3
* xyz -3 1
Ca -0.21 -0.13 -0.07
C 7.27 0.67 1.26
C 6.23 0.57 2.36
O 5.02 0.78 2.16
O 6.48 0.15 3.53
H 7.34 -0.33 0.82
H 8.24 1.01 1.59
H 7.10 1.44 0.50
C 1.99 4.66 -5.33
C 0.99 3.72 -4.63
O 1.39 2.62 -4.32
O -0.17 4.11 -4.35
H 1.88 5.74 -5.42
H 1.94 4.47 -6.41
H 3.01 4.51 -4.97
C -3.01 4.02 5.33
C -2.47 3.09 4.23
O -2.55 3.45 3.03
O -1.91 2.02 4.51
H -3.87 3.53 5.78
H -3.44 5.01 5.17
H -2.27 3.95 6.13
C -7.14 -2.37 -3.43
C -6.35 -1.22 -2.81
O -6.88 -0.09 -2.72
O -5.15 -1.43 -2.50
H -8.15 -1.96 -3.57
H -7.31 -3.21 -2.76
H -6.66 -2.68 -4.36
C 1.33 -7.24 1.70
C 1.14 -5.79 1.51
O 0.97 -5.06 2.49
O 1.14 -5.31 0.29
H 2.14 -7.44 2.40
H 1.52 -7.63 0.70
H 0.42 -7.62 2.16
*
```

# CH3N4S

A gas-phase ion, CH3N4S (charge -1) at a distorted geometry (ωB97M-V/def2-TZVPD, the OMol25 dataset).

Output
Orbital gap (alpha / beta) ... 0.1805 / 0.2210 Eh

```
! wB97M-V def2-TZVPD RIJCOSX def2/J DEFGRID3
* xyz -1 3
C 0.64 0.16 -0.75
N -1.06 0.46 0.75
N 0.13 -1.14 -0.31
N -0.08 1.16 0.07
N -0.81 -0.78 0.52
S -1.82 -1.91 1.28
H 1.86 0.09 -0.63
H 0.37 0.34 -1.83
H 0.77 1.63 0.89
*
```

# C5H11O2

A gas-phase ion, C5H11O2 (charge -1) at a distorted geometry (ωB97M-V/def2-TZVPD, the OMol25 dataset).

Output
SMILES ... [O-]CCCCCO
Orbital gap ... 0.2107 Eh

```
! wB97M-V def2-TZVPD RIJCOSX def2/J DEFGRID3
* xyz -1 1
O -2.08 -2.38 1.76
C -1.32 -1.72 0.88
C -0.99 -0.26 1.29
C 0.29 0.29 0.64
C 0.10 0.42 -0.87
C 1.08 1.35 -1.55
O 2.46 1.22 -1.13
H -0.31 -2.21 0.71
H -1.76 -1.68 -0.16
H -1.81 0.40 0.97
H -0.85 -0.27 2.37
H 1.06 -0.47 0.86
H 0.64 1.20 1.13
H -0.95 0.65 -1.05
H 0.15 -0.57 -1.35
H 0.82 2.35 -1.21
H 1.05 1.28 -2.64
H 2.44 0.38 -0.66
*
```

# C4H14N2O2

2 unconnected molecules or ions with the total composition C4H14N2O2 at a distorted geometry (ωB97M-V/def2-TZVPD, the OMol25 dataset).

Output
SMILES ... C[C@H](CO)NCN.O
Orbital gap ... 0.3174 Eh

```
! wB97M-V def2-TZVPD RIJCOSX def2/J DEFGRID3
* xyz 0 1
C -2.14 1.29 0.44
C -0.89 0.48 0.03
C -0.84 -0.84 0.95
O 0.20 -1.52 0.33
N 0.24 1.48 -0.11
C 1.39 0.91 -0.86
N 1.87 2.21 -1.44
H -3.00 0.81 0.30
H -2.13 2.25 -0.04
H -2.13 1.55 1.52
H -0.87 0.00 -1.05
H -0.54 -0.76 2.02
H -1.83 -1.39 1.01
H 0.06 -2.51 0.43
H 0.67 1.93 0.73
H 1.07 0.19 -1.57
H 2.26 0.55 -0.18
H 1.29 2.55 -2.10
H 1.82 3.03 -0.65
O 0.96 -3.94 0.27
H 1.85 -3.72 0.30
H 0.71 -4.53 -0.34
*
```

Across the entries above, energy relative to the best compared isomer or geometry (same formula, charge and spin) takes the values 102.2 600.2 457.8 495.7 5254.0 233.1 160.9 856.3 122.4 251.0 317.3 kJ/mol, respectively.